Entry from the Open Molecules 2025 dataset: 9 unconnected molecules or ions with the total composition C40H92F3O34P5S3 in a non-equilibrium geometry (ωB97M-V/def2-TZVPD).

The geometry in XYZ format:
```
177
Properties=species:S:1:pos:R:3:forces:R:3
S 4.74996 -5.36131 1.10867 0.0031 0.8072 1.8568
S 0.91590 -1.44330 -0.74368 -0.1926 -0.0369 1.1854
S 0.08449 5.16601 -5.76009 -0.3155 0.4695 0.2584
P 5.91939 1.20934 -1.40634 0.0152 -0.8997 0.5131
P -3.84686 -5.50700 -0.16241 -0.5361 -2.4262 0.6651
P 5.18466 -0.89032 4.80355 0.5310 -0.3614 -2.1945
P -3.44685 1.29899 -3.48521 -0.8102 1.1686 0.9549
P -6.94342 1.53502 0.91882 0.4048 -0.3425 0.2173
F -1.41580 5.04757 2.05220 0.8752 -0.5074 0.2641
F 0.23706 6.00078 3.03321 0.3603 0.1401 0.2894
F 0.32700 3.88062 2.74066 0.0346 -1.6837 1.0920
O 5.52705 0.19034 3.83699 -0.3182 -1.0162 1.5771
O 0.47534 4.15935 0.01294 0.3893 2.8333 2.2646
O 1.80325 -0.16644 -1.44291 -0.3439 -3.4205 0.5583
O 5.92253 -5.26611 2.05599 -3.6829 -0.4668 -3.1322
O -6.87886 2.38945 -0.28526 -0.3795 -0.6454 0.9940
O 3.54959 -6.35442 1.81539 1.8510 0.7584 -1.2906
O -0.80155 4.26751 -4.62145 0.2856 1.4342 -0.6056
O -4.78674 0.34450 -3.63101 1.5706 1.3694 0.9618
O -2.44846 0.72760 -4.57456 0.1067 0.1045 -0.1124
O -2.26140 -5.45496 0.15284 -2.1815 -0.4895 -0.7778
O 4.77955 2.10934 -1.01295 1.5549 -1.5075 -1.2449
O -2.88184 1.53617 -2.11619 -0.8614 -1.3367 -1.5290
O -8.25858 1.78084 1.87711 1.6096 -0.0422 -2.8901
O -4.08757 -5.51306 -1.77741 4.4687 -1.1014 2.8538
O 5.68147 -0.43362 -1.34626 0.1365 2.7570 0.5524
O 6.58122 1.39208 -2.86302 -0.7808 -0.9753 0.3106
O 6.23232 -2.21298 4.65057 -4.3867 1.9867 0.4222
O -3.92077 2.71921 -4.09052 4.0801 -2.4671 -2.3633
O -6.99582 -0.08278 0.56044 0.2674 2.3495 1.9671
O 0.08164 -0.37739 0.29178 1.3264 -4.4247 -0.7766
O -0.08494 6.60702 -5.61498 0.2828 -2.2837 0.7819
O 0.00304 -2.04774 -1.71666 1.7107 1.4929 1.5849
O 4.89524 -5.58824 -0.31807 -0.0339 0.0490 2.7234
O 3.62046 -1.45564 4.56373 3.4989 -0.4424 0.8087
O 7.20118 1.41791 -0.45207 -0.2197 -0.0609 -0.7925
O 1.70258 -2.37085 0.10700 -1.5680 2.7986 -2.3217
O 3.76947 -4.03580 1.26088 2.0079 -0.0717 -2.2104
O -5.62807 1.70719 1.91031 -2.8457 0.0526 -0.3859
O 1.22966 6.26990 0.64610 -0.5528 -1.0750 1.2634
O 1.51280 4.67794 -5.01730 -0.2468 0.7288 -1.8781
O -4.50455 -6.64640 0.57231 1.2452 2.2001 -1.2418
O 5.29345 -0.51669 6.34874 0.2452 0.3473 -2.4300
O -4.38658 -4.05639 0.22898 -0.6046 -0.8196 -2.8808
O -0.11463 4.73106 -7.15222 0.8809 -0.4097 3.6352
C -4.13424 -2.08317 1.61529 -1.2562 -1.5102 -0.0392
C -5.34211 -5.30641 -2.25415 -1.5405 2.2391 -0.1322
C -1.34843 -4.59965 -0.51627 1.6761 0.6189 0.7711
C -0.05787 4.99594 2.22822 -1.2281 1.9774 -1.7063
C -7.66483 -0.52201 -0.60336 1.0582 -0.5660 -1.3862
C -7.01992 -1.88787 -0.88298 -0.1171 0.3852 0.2651
C -8.03933 2.49545 4.10476 1.0447 -1.1072 0.8269
C -4.35464 -3.66774 1.52775 2.4741 2.5344 2.9339
C 5.09513 -0.99682 -0.13060 -1.4809 -2.1903 -1.0489
C 2.58769 -5.57472 2.49357 -0.1715 2.2790 1.3045
C -3.39851 2.82487 1.82532 -2.1022 -0.7060 -0.2374
C -4.75416 3.51075 -3.39093 -3.6223 1.2771 1.9755
C 0.01018 3.81039 -3.48908 1.2385 -1.1699 -1.5364
C 4.52255 -0.60577 8.47813 0.1379 -0.9258 -0.0463
C -2.16974 -1.68887 -4.04726 0.3821 0.0521 -2.0086
C 7.54047 -1.98738 4.25532 3.0087 -1.2578 0.6201
C -5.31886 0.05198 -4.93111 -0.6724 -1.3737 0.0151
C 1.09696 1.03628 -1.35359 0.5183 1.1470 0.6452
C -1.49127 -0.30080 -4.19190 -0.8840 -1.0026 2.2145
C 0.19016 0.90809 -0.11969 -0.9262 2.8282 -1.0097
C -6.25093 -6.46793 -2.10482 -0.1874 -0.6811 -0.5281
C 6.08210 -1.94994 0.51234 0.7865 1.6383 -0.0516
C 7.76237 0.14988 -4.70549 -0.5299 0.2025 -0.7452
C 2.16532 8.13969 -0.43229 0.8449 1.5806 0.1404
C 8.14756 -3.43322 4.18082 -0.1350 1.8009 -0.0142
C 2.01209 6.69550 -0.50591 -0.9630 -2.0593 -0.7288
C 7.36444 2.66994 0.22133 -1.4037 -0.2777 2.3196
C -1.03857 -5.06507 -1.92130 -0.5455 0.2520 0.3020
C 0.58160 5.10385 0.82406 1.0005 -1.0923 -3.2588
C 2.48262 0.10706 3.04526 -0.0436 -0.1645 -0.1037
C -8.30656 1.27877 3.18439 0.4329 1.2128 1.1466
C 1.38103 4.49497 -3.61871 -1.7860 -0.0563 0.5033
C 3.12674 -4.03039 2.47534 -0.2892 -2.5143 1.8712
C 5.00084 -1.50769 7.29550 -1.2302 0.5888 2.4022
C -4.97420 4.88996 -3.98929 2.0667 -0.7033 -1.1039
C -6.69545 -0.65551 -4.69515 0.7242 1.3165 -0.6569
C 6.61871 2.56426 1.57060 0.9651 0.3452 -0.3599
C -4.28813 1.60287 1.42008 1.1161 -0.3718 0.2881
C 2.54002 -0.55660 4.42415 -1.0679 0.8447 -0.1691
C 7.75561 0.60963 -3.26091 1.1860 -0.2026 0.3761
H -7.13586 3.03563 3.82182 -0.1216 -0.0188 -0.6089
H 9.22509 -3.34377 4.04291 -0.0184 -0.1414 -0.6933
H 2.12366 3.80074 -3.22546 0.3112 0.2953 -0.3808
H -3.90766 0.72687 1.94539 0.1994 -0.2432 -0.4356
H -3.99303 5.36445 -3.97298 0.1622 0.3344 0.1237
H 6.89796 -0.41283 -5.05798 -0.7813 0.6512 0.4277
H -7.38161 0.10310 -4.31860 0.0180 -0.2437 0.6939
H -5.17780 -4.87804 -3.24288 -0.4931 -0.3284 -0.2877
H 2.24658 -0.63932 2.28677 0.0687 -0.0289 -0.1065
H -7.18364 -0.93507 -5.62875 0.4415 -0.2950 -0.2222
H 0.62827 1.34868 -2.28677 -0.4136 -0.6649 0.0451
H 6.90435 -1.23759 0.57998 0.8979 -0.7103 0.7506
H 4.32814 -1.67428 -0.50595 -0.5222 0.4249 -0.2420
H -0.81214 1.22277 -0.41031 -0.0525 0.5030 0.2028
H 8.60376 1.26204 -3.05327 -0.0240 0.3589 -0.4395
H -1.19482 -0.12166 -3.15840 0.5166 0.7141 -0.1354
H 2.93203 6.12292 -0.62406 0.0278 -0.0871 0.5345
H 7.08145 3.37640 2.13130 -0.5499 0.1842 0.5268
H -2.41874 -1.96690 -5.07136 -0.5038 -0.2919 -0.0752
H 6.36496 -2.76911 -0.14876 -0.1547 0.1105 -0.0749
H -6.56883 -1.52864 -4.05507 -0.1507 0.2387 0.0704
H 2.37267 -3.25762 2.62467 -0.1746 -0.2395 -0.8986
H 2.47712 -5.94253 3.51366 0.2335 -0.0356 -0.0173
H 5.34797 0.06369 8.72021 -0.2941 0.2240 0.0080
H -5.65805 5.58666 -3.50446 -0.3441 -0.6621 -0.1734
H 4.19727 -1.10191 9.39253 0.3553 -0.4709 -0.0661
H 3.86507 -3.83838 3.25387 0.0285 -0.2887 0.3066
H 5.77331 -2.34480 1.48024 -0.0016 0.2824 -0.0497
H 8.12607 -1.50067 5.03524 -0.2754 0.3365 0.4888
H -3.53720 2.98642 2.89432 0.0385 0.0678 0.0510
H -7.29547 -2.29721 -1.85488 -0.3183 -0.1797 0.2231
H 8.39383 2.81776 0.54782 0.2277 -0.2005 -0.9898
H 0.23258 2.77374 -3.74204 -0.3108 -0.2324 -0.0702
H -3.53482 -1.74672 2.46122 -0.0317 -0.4349 0.1580
H -3.64449 -1.71605 0.71336 -0.2886 -0.0219 -0.1001
H 5.53674 2.66556 1.48578 0.1640 -0.0453 0.0354
H -4.62435 -0.64470 -5.40057 -0.0091 0.0067 -0.1967
H -2.33124 2.70952 1.63632 -0.2938 -0.1239 -0.4083
H 6.92587 3.54229 -0.26319 0.4287 -0.2345 -0.7384
H -9.27729 0.83329 3.40195 -0.0781 0.0570 -0.3134
H 3.62376 -0.08340 8.15041 0.3010 0.3615 -0.1835
H -5.93246 -1.81536 -0.86665 0.0376 0.3683 -0.1565
H 7.93990 1.01350 -5.34640 -0.1882 -0.1877 -0.2647
H -8.82750 3.22716 4.28218 -0.2497 -0.4285 -0.3166
H -1.97061 -4.76468 -2.40002 0.3632 -0.5134 -0.9807
H 7.59454 -3.95505 3.39982 0.4534 -0.4665 0.2133
H -7.11224 -6.36611 -2.76504 -0.3418 0.2547 0.4423
H -1.64743 -3.55173 -0.49261 -0.5999 -0.0199 -0.2262
H 1.17002 8.58294 -0.40052 0.2994 0.4068 -0.1402
H 1.37028 5.42616 -3.05226 0.3526 0.1963 -0.4178
H -5.64054 -4.49618 -1.58889 -1.3319 0.4525 -0.6722
H 0.60404 1.52635 0.67691 -0.1857 -0.0713 0.1009
H 2.45599 0.18278 5.22061 0.7757 0.2613 0.1461
H 1.72885 0.89126 2.97476 -0.3102 -0.1409 0.3364
H -3.07549 -1.73797 -3.44284 0.1821 0.4259 0.1415
H -0.87212 -6.14178 -1.95439 -0.2498 0.0182 -0.0031
H -6.47193 -6.54363 -1.04015 -0.4436 -0.3973 -0.2481
H -4.35365 1.44170 0.34405 0.5289 0.0415 -0.0337
H 8.08303 -3.86632 5.17900 -0.5709 -0.2730 -0.1769
H 3.41176 0.60786 2.77321 0.1712 -0.2704 0.2467
H -0.39000 3.76330 -2.47630 -0.7757 0.9558 -0.3600
H -3.42543 -4.05302 1.94753 -0.1201 -0.4754 0.4940
H -5.38090 0.93944 -5.56093 -0.1734 0.1232 0.1749
H -7.41805 0.17995 -1.39989 -0.1397 0.0007 -0.1821
H -5.65567 2.91323 -3.52641 -1.0595 0.6691 1.2543
H 2.77334 8.46065 -1.27811 -0.5888 0.0704 -0.5753
H -0.17415 -4.58401 -2.37898 -0.1746 0.2445 0.2247
H -5.18692 -3.98852 2.15424 -0.1782 -0.0989 -0.3885
H -7.24327 -2.53619 -0.03569 -0.3162 -0.3895 -0.2899
H 6.90856 1.63858 2.06780 -0.2671 -0.0407 0.0189
H 1.84555 1.79683 -1.13162 0.1439 -0.0172 -0.0610
H -5.08855 4.66287 -5.04922 -0.8589 0.7369 -0.1940
H 8.47045 -0.63277 -4.97783 0.9126 0.3888 0.7453
H 5.88715 -2.10292 7.51517 -0.1143 -0.0317 -0.0233
H 1.67453 -1.17816 4.65368 -0.2014 -0.1281 -0.5553
H -1.48448 -2.47865 -3.73943 0.2072 0.3797 0.3300
H -5.15222 -1.71659 1.74733 0.2378 0.8092 -0.3537
H 1.40127 6.45759 -1.37677 0.0050 -0.0529 -0.0502
H -7.70546 2.06929 5.05081 -0.4483 0.0879 0.5068
H 7.75007 -1.35079 3.39572 -0.8650 -0.3488 -0.4933
H -0.62482 -0.28144 -4.85295 -0.4192 0.0753 -0.1453
H 1.59694 -5.58693 2.03928 0.2369 -0.2936 -0.5383
H -5.78140 -7.38711 -2.45517 0.2573 -0.0544 0.2213
H -7.54636 0.50216 3.26858 0.0294 0.0267 0.5155
H -0.50254 -4.59618 0.17114 0.3859 -0.2428 -0.2252
H 4.15303 -2.11571 6.97986 0.2407 -0.2951 -0.1711
H 8.04815 -0.23673 -2.63946 -1.1744 -0.1522 0.5344
H -3.88423 3.64110 1.29057 0.6882 0.4743 0.0512
H -8.75058 -0.56471 -0.51717 -0.0059 -0.0507 0.4133
H 2.80372 8.53051 0.36005 -0.4094 -0.3879 0.6334
H -4.47005 3.67345 -2.35126 0.0191 -0.6805 0.1901
H 4.56301 -0.29694 0.51370 0.6599 0.3922 0.0212
```
Positions in Å, forces in eV/Å.

SMILES: CCOC(=O)C(F)(F)F.CCOP(=O)(OCC)OCC.CCOP(=O)(OCC)OCC.CCOP(=O)(OCC)OCC.CCOP(=O)(OCC)OCC.CCOP(=O)(OCC)OCC.O=S1(=O)OCCO1.O=S1(=O)OCCO1.O=S1(=O)OCCO1
HOMO level (eV): -10.346
LUMO level (eV): 0.17